{"formula": "C2H4N2S3", "method": "the ωB97M-V functional and the def2-TZVPD basis", "max_force_ev_per_a": 3.7, "relative_energy_kj_mol": 445.7, "energy_ev": -37619.80482, "lumo_energy_ev": [-1.11, -1.13], "symbols": ["C", "C", "N", "N", "S", "S", "S", "H", "H", "H", "H"], "coordinates": [[1.481, 1.257, -0.520], [-0.197, -0.848, 0.594], [0.553, 2.034, -0.639], [-0.917, 0.241, 0.660], [1.595, -0.403, 0.246], [-0.948, -2.183, -0.298], [-2.369, 0.549, -0.042], [2.598, 1.374, -0.871], [0.016, -1.313, 1.584], [0.219, -2.474, -0.906], [-2.030, 1.766, 0.192]], "forces_ev_per_angstrom": [[2.574, -1.549, -0.066], [1.799, -2.498, 1.135], [-0.360, 0.342, -0.127], [-1.447, 3.242, 0.956], [-0.308, 0.413, -0.579], [0.462, -1.264, -1.402], [0.587, -1.457, -0.069], [-1.906, 0.441, 0.352], [-0.305, 0.639, -0.020], [-0.425, -0.323, -0.168], [-0.671, 2.016, -0.011]], "mulliken_charge": [0.099, 0.108, -0.354, -0.338, -0.104, -0.245, -0.021, 0.246, 0.275, 0.149, 0.185]}


{"formula": "C2H4N2S3", "method": "the ωB97M-V functional and the def2-TZVPD basis", "max_force_ev_per_a": 7.9, "relative_energy_kj_mol": 154.2, "energy_ev": -37622.82641, "lumo_energy_ev": -0.10, "symbols": ["N", "C", "S", "S", "C", "N", "S", "H", "H", "H", "H"], "coordinates": [[2.509, -1.213, 0.006], [1.607, -0.231, 0.091], [2.087, 1.321, 0.145], [-0.184, -0.631, -0.224], [-1.083, 0.911, -0.362], [-2.301, 1.142, -0.157], [-3.263, -0.220, 0.157], [3.440, -1.206, -0.140], [2.127, -2.150, 0.366], [-0.513, 1.810, -0.692], [-4.427, 0.467, 0.809]], "forces_ev_per_angstrom": [[-6.193, -4.503, 1.937], [-0.090, 2.232, -1.291], [0.034, 0.625, 0.183], [0.604, -0.964, 0.358], [1.929, 1.769, -0.288], [-0.765, -0.816, 0.018], [-2.384, 0.923, 1.498], [3.473, 1.086, -0.350], [1.041, 1.701, -1.138], [0.074, -0.968, 0.407], [2.277, -1.086, -1.335]], "mulliken_charge": [-0.386, 0.431, -0.375, -0.148, -0.025, -0.281, -0.163, 0.192, 0.213, 0.372, 0.170]}


{"formula": "C2H4N3", "method": "the ωB97M-V functional and the def2-TZVPD basis", "max_force_ev_per_a": 4.5, "relative_energy_kj_mol": 431.4, "energy_ev": -6596.99546, "charge": 1, "lumo_energy_ev": -4.45, "symbols": ["H", "N", "C", "N", "C", "N", "H", "H", "H"], "coordinates": [[0.884, 2.164, 1.656], [1.000, 1.595, 0.825], [0.461, 0.535, 0.561], [-0.301, -0.580, 0.746], [-0.955, -0.643, -0.570], [0.550, -0.477, -0.512], [-1.330, -1.508, -0.902], [-1.556, 0.085, -0.930], [1.247, -1.169, -0.874]], "forces_ev_per_angstrom": [[-0.395, -0.220, 0.042], [-0.046, -1.258, -0.603], [1.220, 2.599, 0.424], [-1.159, -1.881, 0.604], [3.926, 1.005, 1.990], [-1.309, 0.046, -2.164], [-0.598, -3.914, -0.501], [-1.123, 3.279, -0.825], [-0.517, 0.344, 1.034]], "mulliken_charge": [0.330, -0.348, 0.523, -0.204, -0.169, -0.061, 0.307, 0.281, 0.341]}


{"formula": "C2H4N3O3", "method": "the ωB97M-V functional and the def2-TZVPD basis", "max_force_ev_per_a": 3.8, "relative_energy_kj_mol": 0.0, "energy_ev": -12750.17413, "charge": -1, "lumo_energy_ev": 3.99, "symbols": ["C", "N", "N", "N", "O", "C", "O", "O", "H", "H", "H", "H"], "coordinates": [[1.298, 0.729, -0.853], [0.377, -0.389, -0.615], [0.845, -1.603, -0.998], [0.080, -2.259, -1.973], [-0.810, -1.615, -2.536], [1.765, -2.416, -0.018], [1.747, -1.904, 1.087], [2.281, -3.382, -0.523], [1.449, 0.746, -1.904], [0.679, 1.577, -0.617], [2.070, 0.626, -0.141], [-0.322, -0.081, -1.361]], "forces_ev_per_angstrom": [[-1.506, -0.800, 0.740], [-2.190, 2.199, -0.993], [-1.939, -1.374, -2.954], [1.703, 0.280, 1.502], [0.739, 0.338, 0.769], [-0.739, 0.093, 0.188], [0.280, 0.455, 0.554], [0.435, -0.700, -0.660], [1.438, 0.279, -0.914], [0.048, 0.717, 0.274], [1.516, 0.240, 0.162], [0.216, -1.727, 1.332]], "mulliken_charge": [-0.866, -0.596, 0.654, -0.074, -0.551, 0.479, -0.634, -0.645, 0.286, 0.299, 0.349, 0.299]}


{"formula": "C2H4N4", "method": "the ωB97M-V functional and the def2-TZVPD basis", "max_force_ev_per_a": 4.1, "relative_energy_kj_mol": 269.7, "energy_ev": -8096.51855, "lumo_energy_ev": 0.70, "symbols": ["H", "N", "C", "C", "N", "N", "N", "H", "H", "H"], "coordinates": [[0.607, -0.982, 2.074], [0.010, -0.207, 1.840], [-0.048, -0.200, 0.572], [0.675, -0.819, -0.538], [0.525, -0.112, -1.595], [-0.436, 0.865, -1.338], [-0.699, 0.856, 0.037], [1.289, -1.708, -0.536], [0.162, 1.775, -1.289], [-1.514, 1.290, 0.426]], "forces_ev_per_angstrom": [[0.162, -0.538, 0.788], [0.461, -1.539, 0.708], [-0.052, 1.384, 1.708], [-0.254, 0.109, -0.350], [-0.449, -0.349, 0.186], [1.760, 3.627, -0.506], [-0.180, -1.161, -0.831], [0.043, 0.139, 0.148], [-1.262, -1.581, -1.736], [-0.229, -0.091, -0.116]], "mulliken_charge": [0.214, -0.724, 0.576, -0.225, -0.425, -0.211, -0.174, 0.403, 0.299, 0.266]}


{"formula": "C2H4N4", "method": "the ωB97M-V functional and the def2-TZVPD basis", "max_force_ev_per_a": 0.6, "relative_energy_kj_mol": 198.5, "energy_ev": -8097.25699, "lumo_energy_ev": 0.60, "symbols": ["C", "N", "C", "N", "N", "N", "H", "H", "H", "H"], "coordinates": [[0.057, 0.998, -0.943], [0.044, -0.317, -0.280], [0.728, -0.752, 0.821], [-0.110, -1.281, 1.666], [-1.341, -1.168, 1.091], [-1.256, -0.631, -0.053], [-0.686, 1.603, -0.412], [-0.270, 0.890, -1.978], [1.033, 1.470, -0.868], [1.802, -0.811, 0.956]], "forces_ev_per_angstrom": [[0.198, 0.138, -0.137], [-0.304, 0.230, 0.347], [-0.191, 0.062, 0.008], [0.233, -0.287, -0.175], [-0.076, -0.453, -0.100], [-0.262, -0.070, 0.487], [0.350, 0.083, -0.211], [0.228, -0.019, 0.108], [0.061, -0.168, -0.133], [-0.237, 0.485, -0.194]], "mulliken_charge": [-0.692, 0.248, 0.027, -0.299, -0.288, -0.269, 0.289, 0.234, 0.345, 0.406]}


{"formula": "C2H4N4", "method": "the ωB97M-V functional and the def2-TZVPD basis", "max_force_ev_per_a": 5.3, "relative_energy_kj_mol": 482.7, "energy_ev": -8094.31083, "lumo_energy_ev": 0.46, "symbols": ["C", "C", "N", "N", "N", "N", "H", "H", "H", "H"], "coordinates": [[-0.541, -1.394, -0.991], [0.257, 0.079, 0.738], [-0.124, -2.444, -0.446], [-0.507, -0.097, -0.400], [0.143, -3.291, 0.273], [0.648, 0.763, -0.491], [-0.881, -1.181, -2.048], [-0.235, 0.487, 1.561], [0.911, -0.740, 0.968], [0.283, 1.731, -0.636]], "forces_ev_per_angstrom": [[-0.835, 3.603, -3.730], [0.961, -0.122, -0.205], [0.226, -1.156, 1.279], [-2.087, -0.890, 0.063], [0.197, -0.158, -0.373], [0.764, 0.531, -0.487], [0.522, -1.808, 1.204], [-0.487, 1.182, 1.218], [0.562, -0.084, 0.321], [0.177, -1.098, 0.710]], "mulliken_charge": [0.026, -0.263, 0.424, -0.224, -0.582, -0.485, 0.280, 0.243, 0.314, 0.267]}


{"formula": "C2H4N4", "method": "the ωB97M-V functional and the def2-TZVPD basis", "max_force_ev_per_a": 5.0, "relative_energy_kj_mol": 253.8, "energy_ev": -8096.68372, "lumo_energy_ev": 0.34, "symbols": ["N", "C", "C", "N", "N", "N", "H", "H", "H", "H"], "coordinates": [[1.634, -0.010, -0.118], [0.258, 0.020, -0.044], [-0.666, 1.084, -0.068], [-1.951, 0.638, 0.020], [-1.881, -0.677, -0.039], [-0.651, -1.047, -0.074], [2.279, 0.910, 0.201], [2.026, -1.037, 0.377], [-0.526, 2.210, -0.153], [-0.522, -2.091, -0.102]], "forces_ev_per_angstrom": [[3.950, -2.035, 2.396], [-2.942, 1.344, -0.253], [0.772, 1.584, 0.396], [1.119, -1.698, -0.877], [-2.801, 1.610, 0.570], [3.484, -1.604, 0.031], [-2.928, -3.561, -0.851], [-1.162, 4.399, -1.808], [0.218, -1.879, 0.335], [0.290, 1.840, 0.061]], "mulliken_charge": [-0.575, 0.429, -0.401, -0.286, -0.559, 0.231, 0.298, 0.280, 0.323, 0.259]}